No. 1
Entry from the Open Molecules 2025 dataset: a cluster of 2 separate species, C3H7O2S2 in total (ωB97M-V/def2-TZVPD).

The geometry in XYZ format:
```
14
Properties=species:S:1:pos:R:3
S 0.800 2.595 -1.725
S -0.626 1.140 -2.036
O 0.862 -1.898 1.156
O -0.983 -0.963 2.034
C -0.074 -1.821 1.986
C -0.075 -2.911 3.089
C -0.043 -0.171 -0.921
H -0.993 -3.506 3.034
H 0.902 -0.593 -1.254
H 0.092 0.235 0.069
H -0.803 -0.946 -0.848
H 0.052 3.424 -0.973
H 0.042 -2.476 4.086
H 0.755 -3.588 2.872
```

Values from the calculation:
Total energy = -28991.7237 eV
HOMO-LUMO gap = 7.17 eV
Spin multiplicity = 1
Net charge = -1
E_HOMO = -4.2 eV
Largest force on an atom = 0.568 eV/Å
ΔE to the lowest compared entry with this formula, charge and spin = 26.3 kJ/mol

Listed below, in e, are the Löwdin charges computed for each atom: number 1, S, carries 0.25; number 2, S, carries 0.32; number 3, O, carries -0.10; number 4, O, carries -0.10; number 5, C, carries -0.79; number 6, C, carries -0.06; number 7, C, carries -0.51; number 8, H, carries 0.05; number 9, H, carries 0.03; number 10, H, carries 0.01; number 11, H, carries 0.03; number 12, H, carries -0.22; number 13, H, carries 0.05; number 14, H, carries 0.05



No. 2
Entry from the Open Molecules 2025 dataset: a cluster of 2 separate species, C3H7O3 in total in a non-equilibrium geometry (ωB97M-V/def2-TZVPD).

The geometry in XYZ format:
```
13
Properties=species:S:1:pos:R:3
O 0.357 -1.207 -1.310
O 0.443 -0.062 0.984
O -0.762 0.445 2.823
C -0.116 -0.285 2.071
C -0.132 1.224 -1.637
C 0.190 -0.133 -2.238
H 0.764 1.482 -1.085
H 0.315 -0.882 -0.351
H 1.143 -0.159 -2.867
H -0.858 0.912 -0.850
H -0.592 -0.542 -2.844
H -0.575 1.914 -2.380
H 0.014 -1.344 2.401
```

Values from the calculation:
Total energy = -9368.0617 eV
HOMO-LUMO gap = 8.61 eV
Spin multiplicity = 1
Net charge = -1
E_HOMO = -4.5 eV
Largest force on an atom = 2.197 eV/Å
ΔE to the lowest compared entry with this formula, charge and spin = 105.8 kJ/mol

Listed below, in e, are the Löwdin charges computed for each atom: number 1, O, carries -0.16; number 2, O, carries -0.12; number 3, O, carries -0.10; number 4, C, carries -0.66; number 5, C, carries -0.10; number 6, C, carries -0.37; number 7, H, carries 0.06; number 8, H, carries 0.02; number 9, H, carries 0.11; number 10, H, carries 0.08; number 11, H, carries 0.08; number 12, H, carries 0.07; number 13, H, carries 0.09